Entry 1:
The following is a quantum chemistry calculation of C16H25N5O2V as an isolated structure, from the OMol25 dataset.

```
49
C16H25N5O2V | the OMol25 dataset | ωB97M-V/def2-TZVPD
V -0.593 -0.597 -0.416
N -0.484 -0.732 1.796
C -1.737 -1.132 2.448
C -2.378 -2.261 1.656
N -2.544 -1.925 0.246
C -3.830 -1.389 -0.162
C -3.799 0.132 -0.104
N -2.580 0.590 -0.767
H -0.095 0.101 2.226
H 0.225 -1.456 1.900
H -1.592 -1.458 3.484
H -2.390 -0.259 2.467
H -1.720 -3.132 1.712
H -3.331 -2.539 2.121
H -2.231 -2.693 -0.330
H -4.013 -1.695 -1.195
H -4.656 -1.781 0.444
H -4.711 0.548 -0.545
H -3.766 0.466 0.933
H -2.704 0.653 -1.772
H -2.289 1.513 -0.468
C 0.679 -4.753 -0.411
C 0.856 -3.256 -0.388
O -0.224 -2.576 -0.607
C 2.095 -2.721 -0.168
C 2.416 -1.324 -0.239
C 3.859 -0.927 -0.088
N 1.493 -0.423 -0.434
N 1.998 0.884 -0.510
C 1.037 1.739 -0.656
O -0.215 1.425 -0.708
C 1.416 3.179 -0.777
C 0.427 4.131 -1.002
C 0.754 5.475 -1.118
C 2.075 5.879 -1.007
C 3.068 4.932 -0.781
C 2.742 3.591 -0.667
H 0.359 -5.060 -1.409
H -0.110 -5.049 0.284
H 1.598 -5.276 -0.156
H 2.915 -3.401 0.008
H 4.475 -1.804 0.102
H 3.981 -0.210 0.724
H 4.208 -0.428 -0.992
H -0.599 3.801 -1.090
H -0.024 6.207 -1.296
H 2.334 6.927 -1.096
H 4.101 5.243 -0.695
H 3.504 2.844 -0.495
```

Output
ΔE to the lowest compared entry with this formula, charge and spin, kJ/mol: 25.10
Frontier orbital gap (alpha / beta), eV: 6.27 / 5.64
2S+1: 2
E_tot, hartree: -1992.98495
HOMO level (alpha / beta), Ha: -0.2132 / -0.1895

Per-atom Löwdin charges, elementary charge units: V 0.8581; N -0.0123; C -0.2203; C -0.1952; N -0.1298; C -0.2025; C -0.2272; N -0.0396; H 0.1073; H 0.0972; H 0.1155; H 0.1042; H 0.1197; H 0.1182; H 0.0952; H 0.1231; H 0.1157; H 0.1137; H 0.1047; H 0.0999; H 0.0771; C -0.0303; C -0.4736; O -0.2085; C -0.0402; C -0.3327; C -0.0483; N -0.0629; N 0.0743; C -0.4614; O -0.1837; C -0.1438; C -0.0355; C -0.0907; C -0.1015; C -0.0886; C -0.0337; H 0.0830; H 0.0727; H 0.0723; H 0.0915; H 0.0664; H 0.0740; H 0.0788; H 0.1026; H 0.0974; H 0.0967; H 0.0985; H 0.1047


Entry 2:
The following is a quantum chemistry calculation of C16H26AsNSSi2Tl as an isolated structure, from the OMol25 dataset.

```
48
C16H26AsNSSi2Tl | the OMol25 dataset | ωB97M-V/def2-TZVPD
Tl 1.815 -0.410 -1.823
C 0.199 1.090 1.095
C 1.637 0.836 1.462
C 1.986 0.719 2.834
C 3.282 0.512 3.175
C 4.280 0.442 2.174
C 5.644 0.263 2.497
C 6.558 0.216 1.483
C 6.157 0.352 0.142
C 4.836 0.540 -0.242
S 4.441 0.767 -1.926
C 3.862 0.566 0.826
N 2.535 0.732 0.512
H -0.445 0.269 1.419
H 0.066 1.208 0.024
H -0.152 1.999 1.594
H 1.207 0.781 3.585
H 3.573 0.397 4.215
H 5.940 0.171 3.536
H 7.610 0.082 1.713
H 6.900 0.325 -0.646
C -4.791 0.934 -1.982
Si -3.032 1.274 -1.386
C -3.167 1.183 0.500
C -2.693 3.069 -1.829
As -1.464 -0.009 -2.466
Si -1.753 -1.934 -1.251
C -0.915 -2.085 0.447
C -3.533 -2.406 -0.835
C -1.039 -3.364 -2.251
H -5.482 1.706 -1.613
H -5.140 -0.042 -1.617
H -4.838 0.912 -3.076
H -4.187 1.445 0.808
H -2.469 1.863 1.004
H -2.958 0.166 0.859
H -3.469 3.733 -1.429
H -2.682 3.168 -2.920
H -1.719 3.405 -1.457
H -1.412 -1.445 1.187
H 0.145 -1.811 0.447
H -0.986 -3.122 0.798
H -3.994 -1.652 -0.183
H -3.538 -3.367 -0.302
H -4.158 -2.497 -1.731
H 0.056 -3.307 -2.282
H -1.397 -3.345 -3.286
H -1.314 -4.327 -1.802
```

Output
Frontier orbital gap, eV: 5.99
Net charge: -1
2S+1: 1
E_tot, hartree: -4065.62683
HOMO level, Ha: -0.1207

Per-atom Löwdin charges, elementary charge units: Tl 0.5156; C -0.0599; C -0.3260; C -0.0265; C -0.0226; C -0.1724; C -0.0763; C -0.1063; C -0.1453; C -0.6873; S 0.3496; C -0.2364; N 0.0341; H 0.0504; H 0.0186; H 0.0855; H 0.1109; H 0.1116; H 0.0985; H 0.0951; H 0.0850; C -0.2567; Si 0.0614; C -0.2320; C -0.2665; As 0.5236; Si 0.0235; C -0.2463; C -0.2493; C -0.2641; H 0.0173; H 0.0042; H 0.0163; H 0.0224; H 0.0076; H -0.0059; H 0.0179; H 0.0164; H 0.0146; H 0.0022; H -0.0087; H 0.0258; H 0.0044; H 0.0206; H 0.0227; H -0.0026; H 0.0163; H 0.0189


Entry 3:
The following is a quantum chemistry calculation of C16H26B2N6NiO2 as an isolated structure in a non-equilibrium geometry, from the OMol25 dataset.

```
53
C16H26B2N6NiO2 | the OMol25 dataset | ωB97M-V/def2-TZVPD
H 0.729 -0.960 -1.324
N 1.608 0.931 -1.092
B 3.037 3.103 -1.471
N 2.337 1.776 -1.940
C 2.264 1.297 -3.198
Ni 0.751 1.147 0.510
H 2.729 1.884 -3.986
C 1.577 0.081 -3.175
H 1.347 -0.553 -4.015
C 1.220 -0.144 -1.836
H 3.399 3.825 -2.356
C 0.783 -0.847 1.333
H 1.633 -1.485 1.027
H -0.190 -1.195 0.956
H 0.773 -0.779 2.445
N 4.258 2.667 -0.565
N 1.876 3.677 -0.609
N 3.974 1.892 0.526
N 1.121 2.918 0.307
C 5.610 2.800 -0.675
C 1.254 4.861 -0.766
H 6.025 3.390 -1.473
H 1.560 5.543 -1.539
C 6.200 2.045 0.357
C 0.201 4.948 0.134
C 5.113 1.486 1.060
C 0.183 3.749 0.846
H 7.238 1.930 0.571
H -0.498 5.756 0.228
H 5.116 0.831 1.921
H -0.406 3.429 1.699
H 0.046 -3.525 1.173
C -3.523 -3.051 -1.207
C -3.000 -2.377 0.056
C -3.480 -0.937 0.051
O -1.563 -2.429 -0.046
B -1.126 -3.358 0.906
O -2.141 -4.004 1.595
C -3.315 -3.191 1.386
C -3.481 -2.279 2.608
C -4.492 -4.149 1.328
H -3.185 -2.470 -2.076
H -4.620 -3.066 -1.221
H -3.139 -4.077 -1.315
H -3.210 -0.456 -0.894
H -4.573 -0.932 0.127
H -3.066 -0.340 0.869
H -4.459 -1.777 2.591
H -3.431 -2.884 3.525
H -2.693 -1.513 2.666
H -4.406 -4.842 0.481
H -4.523 -4.743 2.253
H -5.441 -3.602 1.246
```

Output
ΔE to the lowest compared entry with this formula, charge and spin, kJ/mol: 206.95
Frontier orbital gap (alpha / beta), eV: 8.56 / 8.10
2S+1: 3
E_tot, hartree: -2662.35699
HOMO level (alpha / beta), Ha: -0.3006 / -0.3085

Per-atom Löwdin charges, elementary charge units: H 0.0940; N -0.0780; B -0.4566; N 0.0041; C -0.0641; Ni 0.7328; H 0.1247; C -0.0569; H 0.0886; C -0.1014; H 0.1115; C -0.1998; H -0.0015; H -0.0761; H -0.0217; N -0.0546; N 0.0247; N 0.0360; N -0.0895; C -0.0925; C -0.0555; H 0.1027; H 0.1252; C -0.0825; C -0.0625; C -0.1704; C -0.1103; H 0.0713; H 0.0911; H 0.0968; H 0.1090; H 0.1099; C -0.0207; C -0.4722; C -0.0132; O 0.0372; B -0.4009; O 0.0914; C -0.4712; C -0.0143; C -0.0168; H 0.0948; H 0.0926; H 0.1022; H 0.0936; H 0.0991; H 0.0817; H 0.0940; H 0.0998; H 0.0933; H 0.0869; H 0.0985; H 0.0956


Q: Which of these has the lowest E_tot?
A: C16H26AsNSSi2Tl